Entry 1:
Formula: C10H13O2
Source: the Open Molecules 2025 dataset
Level of theory: wB97M-V/def2-TZVPD

Summary:
Total charge ... -1
Molar mass ... 165.21 g/mol
HOMO energy ... -3.467 eV
LUMO level ... 0.126 hartree
E ... -14674.342 eV
Relative energy (zero: lowest compared OMol25 entry of this formula, charge and spin) ... 315.0 kJ/mol
F_max ... 0.11259 Eh/bohr

XYZ file:
```
25
Properties=species:S:1:pos:R:3:forces:R:3:lowdin_charge:R:1
C -0.450 -1.621 -0.645 -2.4 3.3 -1.6 -0.17
C 0.479 -1.710 -1.761 2.5 0.5 -2.3 -0.21
C -1.879 -1.148 -1.494 1.8 -2.5 4.9 -0.77
O -2.678 -0.662 -0.704 -1.7 1.8 0.4 -0.08
O -1.991 -1.694 -2.549 -0.7 -0.4 -3.7 -0.02
H -0.594 -2.587 -0.354 -1.0 -2.7 1.2 0.05
H -0.342 -0.973 0.260 0.4 -0.5 -1.1 0.09
H 1.467 -2.065 -1.454 0.3 -0.5 -0.4 0.05
H 0.676 -0.801 -2.341 0.1 0.8 0.7 0.06
H 0.050 -2.211 -2.681 0.3 -0.6 1.7 0.09
C -0.558 1.698 -0.711 2.3 -1.6 -0.7 -0.04
C 1.954 0.636 2.622 -0.3 -1.3 -0.6 -0.09
C 0.776 1.404 2.864 3.0 -2.1 -1.8 -0.11
C 2.369 0.241 1.301 -1.7 2.6 1.8 -0.08
C 0.157 1.689 1.711 -2.2 -0.7 -2.9 -0.08
C 1.779 0.653 0.083 -1.1 -0.2 3.8 -0.06
C 0.521 1.150 0.387 -2.1 5.2 -1.0 -0.22
H 2.431 0.129 3.478 0.1 0.5 -0.5 0.09
H 0.410 1.556 3.823 -0.5 0.7 1.5 0.07
H 3.266 -0.226 1.284 2.8 -1.7 -0.2 0.05
H -0.817 2.209 1.708 0.6 -0.3 0.1 0.11
H 2.299 0.490 -0.827 -0.3 -0.2 -0.9 0.10
H -0.002 1.911 -1.697 -0.9 -0.9 1.2 0.09
H -1.116 2.627 -0.574 0.3 -0.1 1.0 0.05
H -1.274 0.848 -0.748 0.2 0.9 -0.6 0.04
```
Forces are in eV/Å.

***

Entry 2:
Formula: C15H15AlN4O4
Source: the Open Molecules 2025 dataset
Level of theory: wB97M-V/def2-TZVPD

Summary:
Total charge ... +2
Molar mass ... 342.29 g/mol
HOMO energy (alpha / beta) ... -13.071 / -13.072 eV
LUMO level (alpha / beta) ... -0.305 / -0.305 hartree
E ... -36531.917 eV
F_max ... 0.08674 Eh/bohr

XYZ file:
```
39
Properties=species:S:1:pos:R:3:forces:R:3:lowdin_charge:R:1
Al 0.900 0.513 -0.314 -2.5 -2.3 -0.6 0.63
O 0.380 -1.768 4.305 -1.3 -1.4 0.2 0.07
C -0.952 -1.671 3.943 0.4 -0.8 0.8 -0.22
C -2.007 -2.121 4.781 1.1 1.4 0.5 0.01
C -3.217 -1.437 4.741 -0.1 -0.1 -0.9 -0.03
C -3.504 -0.587 3.650 0.4 0.4 0.9 -0.06
C -2.499 -0.339 2.731 -1.3 0.6 0.5 -0.03
C -1.253 -0.924 2.807 0.9 -0.2 -0.2 -0.10
C -0.275 -0.666 1.747 -0.5 0.7 2.0 -0.33
O -0.396 0.454 1.088 1.7 0.2 -1.2 0.02
N 0.690 -1.544 1.549 0.6 0.0 -1.2 0.15
N 1.330 -1.169 0.409 3.2 -3.0 0.6 -0.02
C 2.413 -1.871 -0.070 -3.1 2.4 1.9 0.09
C 2.788 -1.400 -1.358 1.3 1.7 -1.6 -0.20
C 4.010 -1.682 -2.043 -2.1 -1.2 2.1 0.04
C 4.356 -0.958 -3.143 0.6 1.1 -0.1 0.00
C 3.463 -0.004 -3.649 0.6 -1.1 -0.1 0.01
C 2.290 0.186 -2.976 -0.9 1.0 0.2 -0.06
N 1.975 -0.386 -1.796 1.2 0.3 -0.6 0.07
H 0.470 -2.468 4.996 0.0 0.8 -0.6 0.14
H -1.715 -2.664 5.674 -0.2 -0.1 0.0 0.12
H -3.905 -1.452 5.587 0.1 -0.5 -0.3 0.12
H -4.399 0.044 3.704 0.4 -0.4 -0.3 0.12
H -2.595 0.510 2.087 -0.3 0.0 -0.8 0.11
H 3.019 -2.535 0.514 -0.4 -0.7 0.3 0.15
H 4.597 -2.491 -1.610 0.2 0.3 -0.3 0.14
H 5.395 -1.009 -3.444 -0.2 -0.2 -0.7 0.14
H 3.676 0.550 -4.546 0.0 0.1 -0.1 0.13
H 1.584 0.931 -3.337 0.2 -0.1 0.2 0.11
N -2.314 3.450 -3.380 1.2 0.6 -1.0 0.22
C -1.936 2.651 -2.172 -0.3 -0.2 0.7 -0.03
C -0.521 2.113 -2.138 3.4 1.1 0.6 -0.50
O 0.499 2.677 -2.577 -2.8 -0.4 -0.1 0.07
O -0.406 1.079 -1.348 -0.8 0.8 -0.6 0.03
H -1.636 3.309 -4.179 -0.5 0.2 1.0 0.20
H -2.378 4.493 -3.244 0.1 -1.2 0.1 0.21
H -3.202 3.112 -3.719 -0.7 0.1 -0.2 0.17
H -2.607 1.815 -1.995 -0.2 -0.1 -0.7 0.15
H -2.117 3.258 -1.277 0.5 0.1 -0.2 0.17
```
Forces are in eV/Å.

***

Entry 3:
Formula: C3H6N2
Source: the Open Molecules 2025 dataset
Level of theory: wB97M-V/def2-TZVPD

Summary:
Total charge ... 0
Molar mass ... 70.09 g/mol
HOMO energy ... -9.251 eV
LUMO level ... 0.036 hartree
E ... -6185.786 eV
Relative energy (zero: lowest compared OMol25 entry of this formula, charge and spin) ... 266.2 kJ/mol
F_max ... 0.04675 Eh/bohr
Structure (SMILES) ... [H]/N=C1\C[C@H]1N

XYZ file:
```
11
Properties=species:S:1:pos:R:3:forces:R:3:lowdin_charge:R:1
C 1.093 0.035 -0.085 0.1 -0.4 -0.3 -0.05
C -0.308 -0.247 -0.640 -0.2 -0.2 -0.5 -0.35
N -1.006 -1.399 -0.164 -0.3 -0.2 0.0 0.05
C -0.100 0.932 0.151 1.0 -0.4 0.0 -0.35
N -0.357 1.934 0.875 0.4 -0.8 -0.5 0.15
H 1.891 0.223 -0.807 -0.4 0.2 0.1 0.10
H 0.625 1.942 1.136 0.1 1.9 1.4 0.05
H 1.429 -0.619 0.728 -0.3 0.3 -0.1 0.10
H -0.384 -0.053 -1.702 -0.1 -0.3 -0.2 0.14
H -1.994 -1.272 -0.338 -0.1 -0.2 0.1 0.08
H -0.887 -1.477 0.844 -0.1 0.0 -0.2 0.08
```
Forces are in eV/Å.

***

Entry 4:
Formula: C17H19NO
Source: the Open Molecules 2025 dataset
Level of theory: wB97M-V/def2-TZVPD

Summary:
Total charge ... 0
Molar mass ... 253.35 g/mol
HOMO energy ... -7.965 eV
LUMO level ... 0.024 hartree
E ... -21473.590 eV
Relative energy (zero: lowest compared OMol25 entry of this formula, charge and spin) ... 255.2 kJ/mol
F_max ... 0.05534 Eh/bohr
Structure (SMILES) ... Cc1c[nH]c2ccccc12.CCc1ccc(O)cc1

XYZ file:
```
38
Properties=species:S:1:pos:R:3:forces:R:3:lowdin_charge:R:1
C 3.563 1.800 -0.143 -0.6 -2.3 -1.0 -0.22
C 4.963 1.118 -0.109 -0.3 2.5 0.9 -0.09
C 2.670 1.485 1.042 2.8 0.2 0.5 -0.26
C 2.188 0.191 1.184 -1.7 0.2 -1.4 -0.05
C 2.609 2.394 2.093 -1.8 -0.7 -0.4 -0.02
C 1.194 -0.103 2.106 0.9 1.2 0.3 -0.01
C 1.682 2.088 3.093 -0.7 0.9 -0.6 -0.01
C 0.944 0.919 3.027 0.5 -1.8 1.4 -0.31
O 0.152 0.634 4.135 -0.3 0.2 -0.3 0.01
H 3.644 2.864 -0.336 0.1 0.1 0.0 0.11
H 3.048 1.304 -0.968 -0.2 0.6 -0.5 0.10
H 5.344 1.713 0.726 1.0 -0.8 0.3 0.07
H 2.333 -0.457 0.324 0.2 -0.3 0.2 0.11
H 3.118 3.339 1.989 0.0 0.2 0.3 0.11
H 0.671 -1.048 2.136 0.0 -0.1 0.1 0.10
H 1.264 2.816 3.781 0.7 0.0 0.4 0.12
H 0.199 -0.317 4.291 -0.2 0.2 -0.1 0.10
H 5.568 1.422 -0.962 -0.1 -0.2 -0.2 0.07
H 5.011 0.054 0.061 -0.3 -0.2 0.1 0.07
C -0.248 -1.941 -3.747 -0.2 0.8 0.8 -0.04
C -2.027 -0.984 -2.099 -0.7 -0.8 0.5 -0.14
C -0.928 -1.863 -2.408 0.5 0.5 -0.5 -0.24
C -2.365 -1.234 -0.748 0.3 0.0 -0.8 -0.21
C -0.555 -2.469 -1.264 -0.3 0.0 -0.5 -0.07
C -2.854 -0.206 -2.893 -0.6 -0.2 -0.6 -0.03
C -3.383 -0.528 -0.142 -1.0 0.5 -0.1 -0.02
C -4.009 0.336 -2.340 1.6 1.0 0.3 -0.09
C -4.107 0.350 -0.948 -0.8 -0.5 -0.4 -0.10
N -1.497 -2.220 -0.250 0.2 1.0 0.7 0.07
H -2.626 -0.069 -3.945 -0.1 -0.2 0.0 0.11
H 0.543 -2.677 -3.675 0.2 -0.1 -0.5 0.07
H 0.156 -0.943 -3.938 0.4 -0.2 -0.1 0.08
H 0.321 -3.090 -1.160 -0.2 -0.2 0.4 0.12
H -1.142 -1.896 0.643 0.2 -0.7 0.2 0.12
H -3.818 -0.702 0.835 0.8 0.0 0.4 0.11
H -4.705 0.924 -2.923 0.1 0.0 -0.1 0.10
H -4.847 1.031 -0.550 -0.2 -0.4 0.4 0.10
H -0.938 -2.105 -4.570 -0.1 -0.5 0.0 0.08
```
Forces are in eV/Å.

***

Entry 5:
Formula: C4H12NO2S
Source: the Open Molecules 2025 dataset
Level of theory: wB97M-V/def2-TZVPD

Summary:
Total charge ... +1
Molar mass ... 138.21 g/mol
HOMO energy ... -13.374 eV
LUMO level ... -0.130 hartree
E ... -20755.202 eV
Relative energy (zero: lowest compared OMol25 entry of this formula, charge and spin) ... 187.3 kJ/mol
F_max ... 0.04752 Eh/bohr

XYZ file:
```
20
Properties=species:S:1:pos:R:3:forces:R:3:lowdin_charge:R:1
O -2.393 -1.307 1.535 -0.2 -0.5 0.3 0.13
C -1.234 -1.538 1.654 0.4 1.5 -0.2 -0.21
C -0.232 -0.444 1.138 -0.8 -0.6 0.4 -0.26
C -0.391 -0.584 -0.383 -0.3 2.4 -0.1 -0.20
C 0.721 0.012 -1.294 0.0 -0.6 0.8 -0.49
S 1.870 1.186 -0.483 0.6 0.2 0.0 0.76
N 1.149 -0.744 1.680 -0.3 -1.4 -0.4 0.18
H -0.807 -2.487 2.031 -0.1 -0.2 0.1 0.14
H -0.559 0.536 1.496 0.3 -0.2 0.0 0.16
H -0.650 -1.600 -0.639 0.0 -0.3 -0.3 0.12
H -1.276 0.083 -0.564 0.5 -1.0 0.0 0.13
H 0.252 0.564 -2.090 -0.1 -0.3 -0.3 0.03
H 1.310 -0.839 -1.688 0.1 0.9 0.0 0.09
H 1.216 2.377 -0.414 -0.3 -0.7 -0.3 -0.10
H 1.067 -1.330 2.518 0.2 0.7 0.4 0.16
H 1.809 0.052 1.738 -0.5 -0.2 0.0 0.12
H 1.522 -1.413 1.008 0.7 0.2 -0.2 0.16
H -1.095 1.703 -3.285 -0.5 0.1 -0.2 0.06
H -2.499 1.468 -2.626 -0.3 0.0 -0.4 0.05
O -1.580 1.663 -2.455 0.6 0.0 0.5 -0.05
```
Forces are in eV/Å.

***

Entry 6:
Formula: C4H7Cl
Source: the Open Molecules 2025 dataset
Level of theory: wB97M-V/def2-TZVPD

Summary:
Total charge ... 0
Molar mass ... 90.55 g/mol
HOMO energy ... -9.865 eV
LUMO level ... 0.037 hartree
E ... -16781.404 eV
Relative energy (zero: lowest compared OMol25 entry of this formula, charge and spin) ... 189.9 kJ/mol
F_max ... 0.07237 Eh/bohr
Structure (SMILES) ... CC1(Cl)CC1

XYZ file:
```
12
Properties=species:S:1:pos:R:3:forces:R:3:lowdin_charge:R:1
C -0.317 1.633 -0.156 0.1 1.0 0.4 -0.16
C -0.278 0.152 -0.082 1.8 -3.2 -0.6 -0.95
C -1.275 -0.453 0.820 -0.8 1.7 1.7 -0.16
C -1.228 -0.897 -0.739 0.7 0.5 2.4 -0.07
H -0.054 1.829 0.983 -0.4 0.7 -2.5 0.12
H -1.414 1.860 -0.338 1.4 0.5 0.1 0.09
H 0.435 2.108 -0.942 -1.8 -0.9 1.9 0.11
H -1.054 -1.212 1.701 -0.3 1.6 -2.4 0.14
H -1.806 0.582 1.221 0.2 -3.4 -0.9 0.14
H -1.870 -0.455 -1.499 -0.3 -0.5 0.3 0.08
H -0.951 -2.021 -0.755 -0.2 2.4 -0.4 0.12
Cl 1.488 -0.312 0.034 -0.5 -0.3 0.1 0.54
```
Forces are in eV/Å.

***

Entry 7:
Formula: C3H6N4S
Source: the Open Molecules 2025 dataset
Level of theory: wB97M-V/def2-TZVPD

Summary:
Total charge ... 0
Molar mass ... 130.18 g/mol
HOMO energy ... -8.114 eV
LUMO level ... -0.022 hartree
E ... -19995.615 eV
Relative energy (zero: lowest compared OMol25 entry of this formula, charge and spin) ... 841.5 kJ/mol
F_max ... 0.13397 Eh/bohr

XYZ file:
```
14
Properties=species:S:1:pos:R:3:forces:R:3:lowdin_charge:R:1
C -1.131 0.133 -2.453 0.1 0.3 0.1 -0.10
C -0.142 0.364 -1.245 1.6 0.9 -1.3 -0.40
C -0.150 -0.334 -0.001 -3.1 -2.6 3.6 -0.71
H -1.504 1.347 -3.184 1.6 -4.2 2.5 0.18
H -2.101 -0.201 -1.766 2.2 0.3 -2.7 0.08
H -0.502 -0.813 -3.190 -2.7 3.1 2.2 0.16
H 2.485 1.190 0.123 -3.4 -0.1 0.5 0.22
H 0.033 1.559 2.620 2.7 -3.3 -2.1 0.18
H 0.205 -0.440 2.774 2.4 3.9 -1.9 0.19
N 0.932 1.169 -1.211 -1.2 -0.5 1.8 0.11
N 1.359 1.178 0.129 4.7 2.8 -4.2 -0.08
N 0.730 0.289 0.856 -0.4 0.3 0.0 -0.31
N 0.875 0.663 2.252 -5.6 -2.9 2.7 0.00
S -1.084 -1.670 0.664 1.0 2.0 -1.1 0.47
```
Forces are in eV/Å.

***

Entry 8:
Formula: C3H6BrNO2S
Source: the Open Molecules 2025 dataset
Level of theory: wB97M-V/def2-TZVPD

Summary:
Total charge ... 0
Molar mass ... 200.06 g/mol
HOMO energy (alpha / beta) ... -10.780 / -8.901 eV
LUMO level (alpha / beta) ... -0.039 / -0.137 hartree
E ... -89665.929 eV
Relative energy (zero: lowest compared OMol25 entry of this formula, charge and spin) ... 296.5 kJ/mol
F_max ... 0.05777 Eh/bohr

XYZ file:
```
14
Properties=species:S:1:pos:R:3:forces:R:3:lowdin_charge:R:1
C -0.333 -1.386 1.134 -2.5 0.9 -0.4 -0.10
C -0.429 -1.763 -0.375 -1.5 0.3 -1.1 -0.12
C 0.032 -0.483 0.033 1.0 1.9 2.0 -0.28
N 0.492 2.100 -0.751 -0.4 0.2 0.8 -0.09
O -1.841 1.044 -0.805 0.4 0.5 -0.2 -0.29
O -0.692 1.623 1.351 0.1 0.1 -0.9 -0.30
S -0.645 1.181 -0.022 0.4 -1.2 0.4 0.56
Br 3.662 0.303 -0.518 -0.3 -0.1 0.1 -0.01
H -1.242 -1.179 1.835 1.6 -0.2 -1.8 0.16
H 0.308 -2.078 1.533 2.0 -1.0 1.4 0.06
H 0.369 -2.405 -0.803 -1.1 0.0 0.4 0.13
H -1.437 -1.620 -0.809 0.7 -1.0 -0.4 0.12
H 1.080 2.576 -0.046 -0.3 -0.4 -1.2 0.09
H 0.677 2.088 -1.756 -0.1 0.0 0.8 0.09
```
Forces are in eV/Å.